Entry 1:
Formula: C8H12NO6P2S2V
Source: OMol25
Level of theory: wB97M-V/def2-TZVPD

The geometry in XYZ format:
```
32
Properties=species:S:1:pos:R:3:mulliken_charge:R:1
V -0.595 0.776 0.598 1.32
N -1.528 -1.016 -2.881 -0.26
C -0.102 -0.513 -2.679 0.52
C 0.709 -0.808 -3.931 -1.65
P -0.225 1.305 -2.376 0.80
O -1.230 1.670 -3.570 -0.53
O 1.067 1.977 -2.402 -0.66
O -1.096 1.403 -1.078 -0.77
P 0.589 -1.420 -1.221 0.89
O 0.048 -2.890 -1.584 -0.54
O 2.036 -1.300 -1.111 -0.68
O -0.318 -0.952 -0.041 -0.76
H -1.952 -0.532 -3.678 0.39
H -2.117 -0.837 -2.062 0.34
H -1.513 -2.028 -3.041 0.39
H 0.282 -0.299 -4.796 0.43
H 0.752 -1.881 -4.121 0.43
H 1.723 -0.443 -3.777 0.43
H -0.949 2.472 -4.033 0.37
H 0.766 -3.537 -1.525 0.37
S 1.065 1.898 1.400 -0.28
C 0.651 1.271 2.956 0.82
C 1.675 1.005 3.891 -0.64
C 1.357 0.471 5.110 -0.53
C 0.021 0.155 5.413 -0.47
C -0.989 0.376 4.510 -0.69
C -0.699 0.975 3.277 0.63
S -2.025 1.322 2.151 -0.31
H 2.699 1.233 3.625 0.44
H 2.134 0.283 5.838 0.40
H -0.223 -0.262 6.380 0.38
H -2.012 0.128 4.761 0.43
```

Output
Energy above the lowest of the compared OMol25 structures with the same formula, charge and spin ... 4.1 kcal/mol
Strongest force on any atom ... 0.794 eV/A
Gap between HOMO and LUMO (alpha / beta) ... 6.84 / 8.30 eV
E_LUMO (alpha / beta) ... -0.19176 / -0.14476 hartree
Total charge ... +1
⟨S²⟩ ... 0.90
Spin multiplicity ... 2

---

Entry 2:
Formula: C4H9N4O2
Source: OMol25
Level of theory: wB97M-V/def2-TZVPD

The geometry in XYZ format:
```
19
Properties=species:S:1:pos:R:3:mulliken_charge:R:1
C -0.446 0.619 0.211 0.39
C 1.473 1.641 -0.440 -0.49
C 1.754 0.179 -0.052 -0.52
C 0.319 -1.560 1.040 -1.00
N -0.011 1.717 -0.451 -0.16
N 0.518 -0.216 0.570 0.18
N -2.583 -0.772 -1.451 -0.41
N -2.660 -0.938 -0.324 1.12
O -2.948 -1.600 0.525 -0.31
O -1.613 0.382 0.506 -0.68
H 1.943 2.304 0.330 0.28
H 1.789 1.947 -1.437 0.30
H 2.255 -0.624 -0.682 0.36
H 2.587 0.349 0.773 0.25
H 1.249 -1.865 1.541 0.35
H 0.370 -2.308 0.205 0.33
H -0.564 -1.660 1.677 0.38
H -0.704 2.445 -0.433 0.29
H -2.726 -0.041 -2.106 0.35
```

Output
Energy above the lowest of the compared OMol25 structures with the same formula, charge and spin ... 103.7 kcal/mol
Strongest force on any atom ... 4.256 eV/A
Gap between HOMO and LUMO ... 8.01 eV
E_LUMO ... -0.19202 hartree
Total charge ... +1

---

Entry 3:
Formula: C9H14
Source: OMol25
Level of theory: wB97M-V/def2-TZVPD

The geometry in XYZ format:
```
23
Properties=species:S:1:pos:R:3:mulliken_charge:R:1
C 2.108 -2.179 0.860 -0.64
C 1.853 -3.463 1.668 -0.99
H 3.019 -2.228 0.256 0.32
H 1.314 -2.043 0.127 0.03
H 2.163 -1.320 1.520 0.34
H 1.907 -4.287 0.958 0.28
H 2.429 -3.645 2.572 0.32
H 0.802 -3.447 1.971 0.29
C 0.729 1.090 -2.385 -1.33
C -0.740 -0.176 -0.755 -1.41
C -0.174 1.043 -1.203 1.25
C -1.369 -0.206 0.513 -0.46
C -0.441 2.210 -0.492 -1.11
C -1.924 0.999 1.039 -0.89
C -1.366 2.178 0.611 0.37
H -0.653 -1.018 -1.436 0.43
H -1.519 -1.175 0.986 0.47
H 0.571 0.187 -2.982 0.32
H 1.811 1.126 -2.142 0.23
H -0.036 3.108 -0.946 0.20
H -2.683 0.875 1.804 0.24
H -1.506 3.124 1.131 0.38
H 0.728 2.029 -2.954 0.36
```

Output
Energy above the lowest of the compared OMol25 structures with the same formula, charge and spin ... 16.0 kcal/mol
Strongest force on any atom ... 2.384 eV/A
Gap between HOMO and LUMO (alpha / beta) ... 2.89 / 7.01 eV
E_LUMO (alpha / beta) ... 0.13791 / 0.13313 hartree
Total charge ... -1
⟨S²⟩ ... 0.76
Spin multiplicity ... 2